C2H8NOS | ωB97M-V/def2-TZVPD

```
13
Properties=species:S:1:pos:R:3:lowdin_charge:R:1
C -1.889 0.926 0.194 -0.6773
S -1.092 0.866 -1.460 0.1629
H -2.898 0.406 0.209 0.0128
H -1.294 0.383 0.870 -0.0636
H -1.960 1.930 0.661 -0.0023
N 0.536 -1.575 0.036 -0.0345
C 1.545 -0.427 0.339 -0.4021
O 2.025 0.203 -0.795 -0.1486
H -0.350 -1.064 -0.213 -0.0434
H 0.675 -1.753 -0.928 0.0090
H 1.100 0.224 1.154 0.1053
H 2.369 -0.939 0.894 0.0862
H 1.232 0.819 -0.962 -0.0045
```

As for the net charge: -1.

C2H8NOS | ωB97M-V/def2-TZVPD

```
13
Properties=species:S:1:pos:R:3:lowdin_charge:R:1
C -1.425 -0.008 1.228 -0.4647
C -1.369 -0.483 -0.229 -0.6454
S 0.352 -1.375 -0.564 -0.0553
N -1.193 -0.949 2.297 -0.0647
H -2.330 0.353 1.520 0.0444
H -0.730 0.846 1.401 0.0976
H -1.632 0.371 -0.964 0.0636
H -2.035 -1.258 -0.201 -0.0324
H -0.284 -1.391 2.093 0.0062
H -1.789 -1.788 2.200 0.0573
H 2.949 2.920 -1.163 0.0620
H 2.209 3.028 -2.465 0.0694
O 2.890 3.563 -1.935 -0.1380
```

As for the net charge: -1.

no.,E (eV)
1,-16576.894
2,-16576.641